[1]
{"formula": "C4H6N2", "method": "ωB97M-V/def2-TZVPD", "charge": 0, "de_lowest_kj_mol": 31.5, "homo_lumo_gap_ha": 0.311, "smiles": "Nc1ccc[nH]1", "species": ["N", "C", "C", "C", "C", "N", "H", "H", "H", "H", "H", "H"], "positions_angstrom": [[-1.5169, -0.4742, -1.3019], [-0.4604, -0.1709, -0.4249], [0.7195, -0.8390, -0.2207], [1.3889, -0.1950, 0.8612], [0.6055, 0.8468, 1.2721], [-0.5329, 0.8522, 0.4822], [-1.8231, 0.3088, -1.8653], [-1.2229, -1.2148, -1.9265], [1.0483, -1.7079, -0.7755], [2.3490, -0.4744, 1.2744], [0.7388, 1.5605, 2.0718], [-1.2938, 1.5079, 0.5531]], "forces_ev_per_angstrom": [[0.031, 0.030, -0.033], [0.156, 0.004, 0.074], [-0.031, -0.066, -0.042], [0.019, 0.081, 0.066], [0.015, -0.063, 0.034], [-0.015, -0.096, -0.114], [0.075, 0.056, 0.043], [-0.144, 0.034, 0.061], [-0.007, 0.140, 0.068], [-0.170, 0.075, -0.015], [-0.027, -0.042, -0.183], [0.098, -0.154, 0.040]]}

***

[2]
{"formula": "C4H6N2", "method": "ωB97M-V/def2-TZVPD", "charge": 0, "de_lowest_kj_mol": 623.2, "homo_lumo_gap_ha": 0.334, "species": ["N", "C", "C", "C", "N", "C", "H", "H", "H", "H", "H", "H"], "positions_angstrom": [[-1.0866, -1.1856, -0.3711], [0.0885, -0.7407, -1.0818], [-0.8704, 0.2335, -0.5613], [-0.0244, 0.6525, 1.7893], [1.0451, 0.1808, 1.1235], [0.6558, 0.3461, -0.2498], [-0.8796, -1.4554, 0.5925], [0.2823, -0.9556, -2.1174], [-1.5276, 0.8775, -1.1300], [-0.1831, 1.6750, 1.4032], [1.3028, -0.7712, 1.3561], [1.1972, 1.1430, -0.7533]], "forces_ev_per_angstrom": [[0.234, 0.030, 0.503], [0.227, -0.217, -0.589], [0.542, 0.484, -0.672], [0.717, 0.365, 1.909], [-0.908, -0.594, 0.173], [-0.763, 0.497, -0.894], [-0.023, 0.012, -0.090], [0.084, -0.169, 0.023], [0.177, -0.096, 0.089], [-0.224, -0.213, -0.273], [0.079, 0.006, 0.053], [-0.142, -0.105, -0.231]]}

***

no.,strongest force on any atom (hartree/bohr)
1,0.0037
2,0.0403